Arrangement i

Below is C3H2O in the gas phase, with properties calculated with ωB97M-V with the def2-TZVPD basis set.

Atoms and positions in Å:
C1 -0.648 -0.378 0.756
C2 -1.855 -0.742 0.964
C3 0.509 -0.161 0.031
O1 0.766 0.789 -0.881
H1 1.244 -0.815 0.201
H2 -0.016 1.306 -1.071

Results
E_HOMO (eV): -10.21
LUMO (eV): -1.136
HOMO-LUMO gap (eV): 9.07

---

Arrangement ii

Below is 3 unconnected molecules or ions with the total composition C3H2O, with properties calculated with ωB97M-V with the def2-TZVPD basis set.

Atoms and positions in Å:
C1 -1.338 0.955 0.374
C2 -2.211 1.854 0.175
C3 -0.464 0.053 0.623
O1 0.216 -0.823 0.885
H1 1.715 -0.837 -1.358
H2 2.082 -1.202 -0.700

Results
E_HOMO (eV): -11.44
LUMO (eV): -0.828
HOMO-LUMO gap (eV): 10.61

---

Most stable to least stable, the ends of the list are arrangement i and arrangement ii.